Below is 2 unconnected molecules or ions with the total composition C4H12N2O in a non-equilibrium geometry, with properties calculated with ωB97M-V/def2-TZVPD.

For the calculated total energy, the calculation gives -344.34122 hartree. As for the gap between HOMO and LUMO: 8.5483 eV. As for the SMILES: CC/C(N)=C/N.O. Its HOMO energy is -7.64 eV. The energy above the lowest of the compared OMol25 structures with the same formula, charge and spin is 115.0 kJ/mol.

Each line ends with the Löwdin charge.
Geometry (Å):
C -0.079 -2.407 0.190  -0.10
N -0.968 0.574 0.847  0.06
N 0.578 1.811 -1.296  0.04
C -1.069 -1.516 -0.537  -0.23
O 1.771 0.994 1.888  -0.07
H 0.836 -2.570 -0.374  0.07
H -0.603 1.520 0.783  0.06
H -0.471 -3.415 0.375  0.07
H -1.182 -1.736 -1.603  0.11
H -1.970 0.687 0.954  0.09
H 1.186 2.057 -2.056  0.08
H 1.069 0.367 1.632  0.01
H 0.151 0.069 -2.345  0.11
C 0.024 0.536 -1.380  -0.18
C -0.694 -0.058 -0.432  -0.36
H 1.333 1.638 2.449  0.03
H 1.006 2.052 -0.414  0.06
H -2.082 -1.644 -0.136  0.11
H 0.114 -1.993 1.181  0.07

***

Below is 3 unconnected molecules or ions with the total composition C14H17N6O5P in a non-equilibrium geometry, with properties calculated with ωB97M-V/def2-TZVPD.

For the calculated total energy, the calculation gives -1589.46462 hartree. As for the gap between HOMO and LUMO: 7.0403 eV. As for the SMILES: C#Cc1cc(P(=O)(O)O)c2ncc(C=C)nc2c1.NC(N)=O.NC(N)=O. Its HOMO energy is -8.84 eV.

Each line ends with the Löwdin charge.
Geometry (Å):
C -5.242 0.997 -0.415  -0.19
H -3.257 3.043 2.725  0.12
C -2.394 1.153 -0.439  -0.15
H -4.860 -0.215 -2.385  0.12
H 5.626 -1.998 -1.840  0.10
H 0.325 4.029 5.617  0.06
C -7.502 0.197 0.605  -0.01
H 4.193 -0.404 0.183  0.08
C -3.262 1.783 0.704  -0.14
H -8.195 0.774 1.342  0.08
C -0.027 3.828 4.535  0.08
N 4.665 -1.976 -2.141  0.15
C 4.221 -3.030 -2.864  -0.70
O 2.785 -1.633 1.802  0.01
C -4.321 0.347 -1.519  -0.02
H 5.745 -2.576 2.466  0.10
C -0.425 3.578 3.294  -0.08
C -6.857 0.889 -0.521  -0.12
H 2.555 -3.715 -3.784  0.11
C -1.013 2.774 2.017  -0.16
H -0.404 -1.395 -1.484  0.09
H 4.252 -3.041 3.216  0.11
H 2.321 -2.177 -3.016  0.08
H -7.290 -0.919 0.802  0.07
H 5.711 -1.052 0.715  0.10
N -2.879 0.392 -1.579  0.07
H -7.453 1.356 -1.399  0.11
H 4.094 -1.187 -1.895  0.07
O 1.964 0.547 -0.828  -0.23
H 1.729 0.174 0.073  0.05
N -4.715 1.706 0.727  0.11
C 4.003 -1.708 1.715  -0.69
O 0.001 -0.868 -2.231  -0.20
C -0.801 1.363 -0.339  -0.13
N 2.924 -2.949 -3.243  0.16
O 0.626 1.679 -2.804  -0.34
H 1.023 2.293 0.880  0.11
N 4.712 -1.006 0.804  0.15
C -2.568 2.582 1.913  0.06
C -0.116 2.163 0.862  0.01
O 4.934 -3.979 -3.152  0.02
P 0.427 0.680 -1.641  0.65
N 4.745 -2.500 2.522  0.15

***

Below is a molecular structure, C27H37AsBr2MnNO2PS4 in a non-equilibrium geometry, with properties calculated with ωB97M-V/def2-TZVPD.

As for the charge: -1. For the calculated total energy, the calculation gives -11725.48331 hartree. As for the gap between HOMO and LUMO (alpha / beta): 5.3321 / 5.3754 eV. As for the expectation value of S²: 6.176. Its HOMO energy (alpha / beta) is -3.93 / -3.94 eV. The energy above the lowest of the compared OMol25 structures with the same formula, charge and spin is 62.8 kJ/mol. Its multiplicity is 5.

Each line ends with the Löwdin charge.
Geometry (Å):
H -0.877 -2.899 -1.809  0.12
H -2.721 -1.557 -2.832  0.10
C -0.579 0.001 -3.246  -0.33
H 3.616 -1.031 -2.136  0.12
C 3.249 2.027 2.993  -0.59
P -0.113 -0.624 -1.538  0.89
H -3.197 -1.020 -1.221  0.11
H 1.369 -0.162 -4.198  0.09
H -4.538 -2.951 -2.014  0.11
C 1.874 -2.424 -0.544  -0.19
C -0.246 2.879 -3.949  -0.20
C 3.365 -0.811 0.611  -0.20
H -0.958 -0.919 -3.712  0.11
H -2.120 0.774 4.204  0.08
H -2.119 3.099 -2.879  0.07
C -1.728 1.012 -3.135  -0.21
H 2.776 -2.982 -0.819  0.12
H 2.313 -2.434 1.573  0.11
H 0.060 3.911 -3.764  0.11
C -3.584 -3.594 -0.164  -0.19
H 1.286 -1.097 1.061  0.09
C 0.955 1.946 -3.865  -0.21
Mn -0.532 1.584 1.388  0.30
O 1.319 2.005 1.574  -0.21
C 2.742 -0.464 -1.794  -0.19
N -0.238 1.198 3.485  0.04
H -3.162 -4.602 -0.085  0.10
H -2.393 0.744 -2.312  0.05
C -0.676 0.799 5.806  -0.03
H -3.067 -3.894 -2.247  0.11
H -0.799 -3.312 0.463  0.11
H 4.230 -1.418 0.327  0.11
H 3.609 -0.317 1.553  0.09
C 1.889 1.828 2.710  -0.39
H 1.003 0.786 7.149  0.08
C 1.570 -1.443 -1.676  -0.34
C -2.721 -1.828 -1.777  -0.21
H 1.491 -2.010 -2.614  0.12
H -2.763 -3.059 1.762  0.11
H 1.743 2.255 -4.558  0.11
H -0.694 2.831 -4.947  0.11
H -1.420 0.610 6.568  0.11
C 0.515 0.520 -4.186  -0.20
C -1.250 2.438 -2.895  -0.24
C -1.082 0.919 4.478  -0.10
H -0.769 2.494 -1.914  0.04
H 2.542 0.299 -2.541  0.08
H 1.071 -3.148 -0.431  0.08
Br 3.769 1.094 6.990  0.73
C 2.968 1.397 5.288  -0.62
C 0.657 0.912 6.134  -0.02
S -4.393 3.893 2.057  -0.19
C -2.812 -2.647 0.750  -0.23
C -3.531 -3.118 -1.625  -0.18
Br 4.419 2.654 1.630  0.81
H 4.845 1.908 4.398  0.09
C -1.305 -2.059 -1.247  -0.32
C 2.147 -1.707 0.775  -0.19
C 1.070 1.397 3.809  -0.13
S -4.333 2.625 -1.133  -0.10
C 1.581 1.223 5.118  -0.19
C -1.385 -2.413 0.251  -0.20
H -2.317 0.981 -4.057  0.13
H -4.620 -3.654 0.181  0.10
O -0.187 0.397 -0.457  -0.41
H 0.097 0.516 -5.199  0.12
C 3.086 0.217 -0.475  -0.23
H -3.335 -1.694 0.820  0.05
H -0.974 -1.588 0.839  0.07
H 3.958 0.856 -0.624  0.08
C 3.782 1.784 4.249  -0.18
H 2.258 0.857 -0.168  0.08
As -3.257 2.818 0.663  -0.48
H 1.349 1.998 -2.848  0.11
S -2.616 0.818 1.461  0.20
S -1.162 3.576 0.520  0.17

***

Below is 2 unconnected molecules or ions with the total composition C7H14N2 in a non-equilibrium geometry, with properties calculated with ωB97M-V/def2-TZVPD.

For the calculated total energy, the calculation gives -384.62045 hartree. As for the gap between HOMO and LUMO: 9.6123 eV. As for the SMILES: Cc1c[nH]cn1.CCC. Its HOMO energy is -8.68 eV. The energy above the lowest of the compared OMol25 structures with the same formula, charge and spin is 30.0 kJ/mol.

Each line ends with the Löwdin charge.
Geometry (Å):
C -1.677 1.105 -0.388  -0.07
H -3.700 0.754 0.346  0.14
H 1.759 -2.082 1.914  0.07
C 1.664 -1.092 1.478  -0.11
H 0.306 0.262 -2.783  0.08
C 0.402 0.272 -1.696  -0.04
N -1.597 -1.038 -1.046  0.10
H 0.924 1.181 -1.410  0.07
C 3.021 -0.420 1.242  -0.30
H 3.458 -0.766 0.308  0.09
H 3.759 1.599 1.530  0.06
H 3.700 -0.622 2.067  0.09
H -1.474 2.136 -0.159  0.11
N -2.779 0.430 0.091  0.04
H -3.406 -1.608 -0.122  0.11
C -0.950 0.168 -1.055  -0.37
C 2.890 1.107 1.080  -0.13
H 0.935 -0.612 -1.405  0.05
H 1.013 -1.086 0.614  0.04
H 2.785 1.423 0.053  0.05
H 2.113 1.534 1.719  0.07
H 1.186 -0.481 2.253  0.07
C -2.697 -0.838 -0.378  -0.21

***

Below is a gas-phase ion, C2H4N2O2S (charge -2) in a non-equilibrium geometry, with properties calculated with ωB97M-V/def2-TZVPD.

As for the charge: -2. For the calculated total energy, the calculation gives -736.55406 hartree. As for the gap between HOMO and LUMO: 5.7108 eV. As for the SMILES: O=NN([O-])CC[S-]. Its HOMO energy is 0.30 eV. The energy above the lowest of the compared OMol25 structures with the same formula, charge and spin is 191.9 kJ/mol.

Each line ends with the Löwdin charge.
Geometry (Å):
S -2.264 -0.269 -0.225  -0.01
C 0.508 -0.734 -0.106  -0.25
C -0.606 0.241 0.114  -0.91
H -0.623 0.610 1.264  0.07
N 1.864 -0.029 0.138  -0.43
H 0.536 -1.495 0.609  0.06
H -0.296 1.160 -0.588  0.06
O 2.641 -0.919 0.540  -0.16
H 0.415 -1.118 -1.193  0.12
N 1.975 1.183 -0.087  -0.02
O 3.474 1.856 0.114  -0.53